# 1
# C2H12NO3

A cluster of 4 separate species, C2H12NO3 in total in a non-equilibrium geometry (the ωB97M-V functional and the def2-TZVPD basis, OMol25).

Geometry as XYZ:
```
18
Properties=species:S:1:pos:R:3:lowdin_charge:R:1
C -0.40367 -0.57206 2.24059 -0.0132
C 1.42930 -0.67891 0.50846 0.1773
N 0.17900 -0.33735 0.89373 -0.0003
H -1.20348 0.14057 2.42375 0.1028
H 0.37483 -0.61388 2.95515 0.0779
H -0.82762 -1.54871 2.53257 0.1107
H 2.11013 -1.27116 1.18386 0.1379
H 1.74660 -0.24541 -0.44957 0.1056
H -0.36971 -0.10203 0.01539 0.0970
H 3.07166 2.29724 1.28974 0.0934
H 3.15624 2.51444 -0.25016 0.0780
O 2.68438 1.93510 0.41740 -0.1187
H -1.50428 0.48288 -1.69400 0.0668
H -2.56176 0.72492 -0.70691 0.0532
O -1.75449 0.26765 -0.76823 -0.0274
H -2.57225 -0.76525 -4.07713 0.0231
H -1.67813 -1.56697 -3.05172 0.0975
O -1.87674 -0.66108 -3.46295 -0.0617
```

Calculated values
LUMO ... -0.168 hartree
Net charge ... +1
ΔE to the lowest compared entry with this formula, charge and spin ... 44.9 kcal/mol
HOMO-LUMO gap ... 10.25 eV
HOMO ... -14.8 eV
Calculated total energy ... -9893.49731 eV

# 2
# C2H12NO3

A cluster of 4 separate species, C2H12NO3 in total in a non-equilibrium geometry (the ωB97M-V functional and the def2-TZVPD basis, OMol25).

Geometry as XYZ:
```
18
Properties=species:S:1:pos:R:3:lowdin_charge:R:1
C 1.07147 0.68909 -1.04045 0.0263
C -0.66772 -0.81467 -1.73328 0.1449
N -0.03397 -0.26029 -0.79341 0.0136
H 0.63625 1.67286 -1.17272 0.1041
H 1.53427 0.38805 -1.97533 0.1052
H 1.72833 0.64861 -0.18509 0.0958
H -0.25035 -0.82625 -2.73185 0.1245
H -1.56976 -1.40305 -1.63294 0.1276
H -0.28141 -0.51225 0.16551 0.1203
H 2.42969 0.89123 2.92707 0.0497
H 1.96835 -0.04693 4.01324 0.0664
O 1.89510 0.11079 3.06386 -0.0436
H -3.07515 1.57980 -2.67397 0.0518
H -2.77655 2.34597 -1.40753 0.0531
O -2.40495 1.66281 -1.98316 -0.0617
H 0.17877 -2.41521 2.20301 0.0652
H 0.37996 -0.85190 2.21827 0.0050
O 0.14382 -1.61079 1.68487 -0.0480
```

Calculated values
LUMO ... -0.154 hartree
Net charge ... +1
ΔE to the lowest compared entry with this formula, charge and spin ... 22.6 kcal/mol
HOMO-LUMO gap ... 10.95 eV
HOMO ... -15.2 eV
Calculated total energy ... -9894.46253 eV

# 3
# C2H12NO4

A structure of composition C2H12NO4 in a non-equilibrium geometry (the ωB97M-V functional and the def2-TZVPD basis, OMol25).

Geometry as XYZ:
```
19
Properties=species:S:1:pos:R:3:lowdin_charge:R:1
C -0.95731 -0.85038 1.34933 -0.1323
N 0.40181 -0.56832 0.82656 -0.1032
C 0.87909 -1.71662 0.02538 -0.4064
O 0.05185 -2.12098 -0.99834 -0.1875
H -1.26368 -1.83442 1.03429 0.0573
H -1.68668 -0.10290 1.08734 0.0676
H -0.83135 -0.86554 2.43956 0.0575
H 0.26542 0.12723 0.10793 0.0330
H 1.04934 -2.56691 0.71575 0.0985
H 1.88236 -1.43051 -0.35345 0.1015
H 0.18392 2.88138 0.58406 -0.0153
H 0.50034 1.92841 1.69100 -0.0027
O 0.20036 2.83410 1.56233 -0.1141
H -1.32843 -0.11451 -2.37075 0.0009
H -0.16485 -1.19853 -1.58723 -0.0208
O -0.40727 -0.02642 -2.08693 -0.2827
H -0.16378 1.34218 -1.63206 -0.0306
H 1.16470 2.16188 -1.31661 0.0391
O 0.22415 2.12086 -1.07818 -0.1596
```

Calculated values
LUMO ... 0.150 hartree
Net charge ... -1
ΔE to the lowest compared entry with this formula, charge and spin ... 8.2 kcal/mol
HOMO-LUMO gap ... 9.01 eV
HOMO ... -4.9 eV
Calculated total energy ... -11949.84436 eV

Q: What is the ΔE to the lowest compared entry with this formula, charge and spin in the second record?
A: 22.6 kcal/mol

Q: Among the records above, which one has the highest LUMO?
A: C2H12NO4

Repeat the second record exactly.
# C2H12NO3

A cluster of 4 separate species, C2H12NO3 in total in a non-equilibrium geometry (the ωB97M-V functional and the def2-TZVPD basis, OMol25).

Geometry as XYZ:
```
18
Properties=species:S:1:pos:R:3:lowdin_charge:R:1
C 1.07147 0.68909 -1.04045 0.0263
C -0.66772 -0.81467 -1.73328 0.1449
N -0.03397 -0.26029 -0.79341 0.0136
H 0.63625 1.67286 -1.17272 0.1041
H 1.53427 0.38805 -1.97533 0.1052
H 1.72833 0.64861 -0.18509 0.0958
H -0.25035 -0.82625 -2.73185 0.1245
H -1.56976 -1.40305 -1.63294 0.1276
H -0.28141 -0.51225 0.16551 0.1203
H 2.42969 0.89123 2.92707 0.0497
H 1.96835 -0.04693 4.01324 0.0664
O 1.89510 0.11079 3.06386 -0.0436
H -3.07515 1.57980 -2.67397 0.0518
H -2.77655 2.34597 -1.40753 0.0531
O -2.40495 1.66281 -1.98316 -0.0617
H 0.17877 -2.41521 2.20301 0.0652
H 0.37996 -0.85190 2.21827 0.0050
O 0.14382 -1.61079 1.68487 -0.0480
```

Calculated values
LUMO ... -0.154 hartree
Net charge ... +1
ΔE to the lowest compared entry with this formula, charge and spin ... 22.6 kcal/mol
HOMO-LUMO gap ... 10.95 eV
HOMO ... -15.2 eV
Calculated total energy ... -9894.46253 eV